#1
Molecular formula: C5H7I
Method: DFT, the ωB97M-V functional and the def2-TZVPD basis

The highest occupied orbital energy (spin up / spin down) comes out at -9.009 / -8.997 eV. The total charge is 0. The orbital gap (spin up / spin down) comes out at 7.725 / 7.705 eV. For the LUMO energy (spin up / spin down), the calculation gives -1.28 / -1.29 eV.

```
13
C5H7I (the ωB97M-V functional and the def2-TZVPD basis)
I 1.3203 -2.1261 -0.3342
C 1.9698 1.0827 2.3055
C -1.4593 -0.8088 0.2387
C 1.2265 0.7445 1.4836
C -0.0438 -0.5109 -0.4053
C 0.0276 0.5080 -1.5823
H -2.1373 -1.3763 -0.4988
H -0.4716 1.3901 -1.2809
H -1.4376 -1.3455 1.1055
H -0.3801 0.1625 -2.5900
H 2.3759 1.3265 3.2822
H 1.0259 0.8572 -1.9031
H -2.0163 0.0962 0.1790
```



#2
Molecular formula: C5H7I
Method: DFT, the ωB97M-V functional and the def2-TZVPD basis

The highest occupied orbital energy (spin up / spin down) comes out at -7.342 / -7.465 eV. The total charge is 0. The orbital gap (spin up / spin down) comes out at 4.073 / 4.263 eV. For the LUMO energy (spin up / spin down), the calculation gives -3.27 / -3.20 eV.

```
13
C5H7I (the ωB97M-V functional and the def2-TZVPD basis)
I -3.9583 0.3413 -0.1944
C 0.6831 2.4726 -0.4385
C 0.8516 1.4799 0.5477
C -1.9456 -1.4104 1.3345
C 0.6589 0.7499 1.4973
C -2.2169 -0.5949 0.1366
H 0.5467 1.8683 -1.4252
H -2.1444 -2.4333 1.0788
H -2.4494 -1.0970 2.1790
H 1.5090 3.1623 -0.5193
H -1.3438 -0.2370 -0.3984
H -0.8411 -1.3375 1.4068
H -0.1816 3.0637 -0.1777
```



Taking the most stable structure as the zero point, the relative energies in kJ/mol are #1 0.0; #2 139.0.



#1
Molecular formula: C11H22N3
Method: DFT, the ωB97M-V functional and the def2-TZVPD basis

The highest occupied orbital energy comes out at -9.516 eV. The total charge is +1. The orbital gap comes out at 6.082 eV. For the LUMO energy, the calculation gives -3.43 eV.

```
36
C11H22N3 (the ωB97M-V functional and the def2-TZVPD basis)
N -1.8467 1.3691 -0.1202
N 1.0555 -1.6042 0.6110
N 2.9762 0.9117 -0.2949
C 0.6842 1.1266 -0.2168
C -0.6894 0.9788 -0.6579
C 1.7885 0.7362 -1.1292
C 2.1211 -2.2837 0.0086
C -0.5280 -2.3972 -1.0304
C 2.5825 1.3463 0.8758
C -3.0364 1.3235 -0.9013
C 1.2571 1.5965 0.9919
C -1.2041 -1.1512 1.1806
C -0.1648 -1.4849 0.1469
C -1.9386 2.0924 1.2029
H 3.8827 0.9268 -0.6551
H -3.5133 2.2257 -0.8948
H -2.2468 1.3180 1.9425
H -2.8214 2.8674 1.0524
H -1.3666 -2.0780 1.7797
H -0.9963 2.6454 1.2792
H -0.8200 -0.2813 1.7539
H -0.7610 -3.3926 -0.7704
H -2.9299 1.2531 -1.9440
H 1.2774 -1.0289 1.4410
H -2.2092 -0.9213 0.6700
H 1.7169 1.5326 -1.8620
H 2.3567 -1.8821 -1.0132
H 1.9182 -3.3211 -0.1150
H 0.7186 1.9971 1.8412
H -0.8508 0.7175 -1.7086
H 3.1269 -2.3080 0.5002
H 0.3857 -2.4261 -1.7411
H -3.6552 0.3426 -0.6689
H 3.3022 1.5621 1.5829
H 1.8349 -0.2819 -1.6965
H -1.4068 -2.0268 -1.4403
```



#2
Molecular formula: C11H22N3
Method: DFT, the ωB97M-V functional and the def2-TZVPD basis

The highest occupied orbital energy comes out at -12.102 eV. The total charge is +1. The orbital gap comes out at 7.750 eV. For the LUMO energy, the calculation gives -4.35 eV.

```
36
C11H22N3 (the ωB97M-V functional and the def2-TZVPD basis)
N -1.4713 -1.0411 1.2917
N 0.1557 -0.6811 -1.1997
N -0.1632 0.8420 1.4810
C 1.5498 1.4583 3.1218
C -3.4960 -1.1072 0.0028
C -3.0708 0.2271 -0.6122
C -2.4806 -1.6671 0.8907
C -1.1635 0.2587 0.8984
C 0.6014 0.3241 2.7210
C -1.9512 0.8637 -0.1162
C 0.5764 0.4232 -2.1303
C 1.7634 1.2799 -1.6926
C 0.9465 -0.3699 -3.3893
C 1.3727 -0.8853 2.2587
H -1.6575 1.7783 -0.4589
H -2.7175 -2.7100 1.1910
H -3.7239 0.5939 -1.4358
H 2.6163 0.9712 -2.3732
H 0.9254 -1.3811 1.4311
H 1.6197 2.2822 -2.0045
H -3.7218 -1.8102 -0.9185
H 1.8434 -0.9569 -2.9756
H -0.3099 1.1226 -2.3678
H -0.5953 -1.1499 -1.6562
H 2.2703 -0.4832 1.8953
H 1.0746 2.4358 2.8460
H -0.0936 1.8058 1.3912
H 0.8594 -1.3060 -0.7499
H -4.3837 -1.0240 0.6150
H 1.2803 0.2847 -4.1629
H 1.4756 -1.5453 3.0992
H 0.3204 -1.0233 -3.7815
H 1.9372 1.2198 -0.6650
H 1.7622 1.4490 4.2077
H 2.4783 1.4951 2.7287
H -0.1442 0.1735 3.4365
```



Taking the most stable structure as the zero point, the relative energies in kJ/mol are #1 115.8; #2 0.0.



#1
Molecular formula: H18O9
Method: DFT, the ωB97M-V functional and the def2-TZVPD basis

The highest occupied orbital energy comes out at -10.412 eV. The total charge is 0. The orbital gap comes out at 10.135 eV. As for the SMILES: O.O.O.O.O.O.O.O.O. For the LUMO energy, the calculation gives -0.28 eV.

```
27
H18O9 (the ωB97M-V functional and the def2-TZVPD basis)
O -3.4265 -0.8483 2.4466
O -2.2216 -1.6622 -0.6662
O 1.8832 -2.1114 1.2053
O 3.3740 0.1512 1.1144
O 1.8213 1.2365 -2.1471
O -0.6874 -3.3893 -2.4490
O 1.9439 3.4980 0.1900
O 0.0253 -0.2555 0.3275
O -1.0895 3.2752 -0.5656
H -3.3561 -0.1930 3.1407
H 1.4046 3.1966 -0.5411
H -1.2271 -4.1603 -2.2744
H 1.1546 -1.6090 0.8406
H -1.4147 2.7592 0.1721
H 1.4088 0.5427 -2.6616
H -0.6980 -0.4788 -0.2583
H 3.1066 -0.7215 1.4027
H 0.4091 0.5336 -0.0550
H -1.0126 -2.7258 -1.8406
H -2.6265 -0.7400 1.9323
H 1.6805 2.0320 -2.6605
H -2.6404 -2.5122 -0.5308
H 1.6666 2.9590 0.9309
H 1.4850 -2.6488 1.8901
H -2.8781 -1.0240 -0.3870
H 2.8472 0.7505 1.6430
H -0.9322 4.1453 -0.1990
```



#2
Molecular formula: H18O9
Method: DFT, the ωB97M-V functional and the def2-TZVPD basis

The highest occupied orbital energy comes out at -11.213 eV. The total charge is 0. The orbital gap comes out at 10.493 eV. As for the SMILES: O.O.O.O.O.O.O.O.O. For the LUMO energy, the calculation gives -0.72 eV.

```
27
H18O9 (the ωB97M-V functional and the def2-TZVPD basis)
O -0.1109 3.4543 -1.6162
O 3.5288 2.7386 0.4344
O -0.0999 -3.1050 1.3664
O 0.3717 2.2154 2.1758
O -3.2772 -2.3503 -0.3151
O 1.5979 -2.1601 2.8664
O 0.6957 -0.1785 -0.2145
O -1.7723 1.3958 -0.7328
O -1.5546 -1.5405 -3.5977
H 0.7481 0.4242 -1.0282
H -2.2642 -1.6116 -2.9079
H 0.2811 2.6155 -2.0314
H -2.5905 -3.0548 -0.1666
H 0.8026 1.6580 1.4554
H 0.1766 -2.7027 0.5218
H 2.1689 -2.5136 3.4865
H -0.5218 -2.5117 1.9318
H -0.2331 1.7234 2.6467
H 0.2800 3.6260 -0.7610
H -2.9589 -1.6437 0.2491
H 3.0068 2.0273 0.8392
H 3.4315 2.5344 -0.4845
H -1.4489 -0.6868 -3.9152
H 2.2966 -1.5673 2.4750
H 0.3352 -1.0097 -0.4606
H -1.0801 1.7668 -1.3141
H -1.8089 0.4564 -0.9029
```



Taking the most stable structure as the zero point, the relative energies in kJ/mol are #1 0.0; #2 180.3.



#1
Molecular formula: CH3N3O
Method: DFT, the ωB97M-V functional and the def2-TZVPD basis

The highest occupied orbital energy comes out at -9.174 eV. The total charge is 0. The orbital gap comes out at 10.068 eV. As for the SMILES: O=c1[nH][nH][nH]1. For the LUMO energy, the calculation gives 0.89 eV.

```
8
CH3N3O (the ωB97M-V functional and the def2-TZVPD basis)
O 1.0075 -1.5500 -1.2264
N -0.4315 0.7257 0.6680
N 0.7323 0.9576 -0.1821
N -0.6908 -0.5543 0.1183
C 0.4027 -0.7551 -0.6073
H 1.5630 0.9629 0.4015
H -1.1605 1.4022 0.4152
H -1.4227 -1.1890 0.4127
```



#2
Molecular formula: CH3N3O
Method: DFT, the ωB97M-V functional and the def2-TZVPD basis

The highest occupied orbital energy (spin up / spin down) comes out at -8.759 / -8.760 eV. The total charge is 0. The orbital gap (spin up / spin down) comes out at 9.233 / 9.234 eV. As for the SMILES: C1NN=NO1. For the LUMO energy (spin up / spin down), the calculation gives 0.47 / 0.47 eV.

```
8
CH3N3O (the ωB97M-V functional and the def2-TZVPD basis)
O -0.0038 1.2350 -0.5096
N -1.1176 0.6554 -1.1796
N -0.1307 -0.8813 0.0741
N -1.0552 -0.7405 -0.8612
C 0.3855 0.4182 0.4854
H -0.1096 0.7136 1.3412
H 0.5356 -1.7643 0.1783
H 1.4958 0.3640 0.4714
```



#3
Molecular formula: CH3N3O
Method: DFT, the ωB97M-V functional and the def2-TZVPD basis

The highest occupied orbital energy comes out at -10.330 eV. The total charge is 0. The orbital gap comes out at 10.868 eV. As for the SMILES: O[C@@H]1N=NN1. For the LUMO energy, the calculation gives 0.54 eV.

```
8
CH3N3O (the ωB97M-V functional and the def2-TZVPD basis)
O 1.4988 0.3166 0.6844
N -1.1252 0.3132 -1.0037
N 0.1260 0.2287 -1.2499
N -1.0530 0.0934 0.3160
C 0.4735 -0.3089 0.0150
H 0.5276 -1.3949 0.0828
H -1.8048 -0.5095 0.6442
H 1.3570 1.2613 0.5112
```



Taking the most stable structure as the zero point, the relative energies in kJ/mol are #1 5.0; #2 140.0; #3 0.0.



#1
Molecular formula: C25H28NO
Method: DFT, the ωB97M-V functional and the def2-TZVPD basis

The highest occupied orbital energy comes out at -9.784 eV. The total charge is +1. The orbital gap comes out at 4.702 eV. For the LUMO energy, the calculation gives -5.08 eV.

```
55
C25H28NO (the ωB97M-V functional and the def2-TZVPD basis)
O -0.7966 -3.0752 0.1345
N 1.2923 2.1105 -0.3385
C -0.6691 -3.9627 -2.0872
C 2.1981 3.1191 0.2684
C 4.1216 1.4968 0.0730
C 1.9358 1.0080 -1.0933
C 0.0118 2.5510 -0.7489
C -0.1564 -3.3918 2.7196
C -1.9653 -0.9879 0.5189
C -0.1343 -2.7443 5.0143
C -0.7603 3.6549 -0.0714
C 3.4129 2.5120 0.9787
C -0.9533 -3.8821 -3.4292
C -0.6586 2.1143 -1.8306
C -1.2312 -1.3533 3.4008
C -1.8420 -1.8727 -1.7128
C -1.9236 2.8921 -2.0420
C -2.2704 -0.8813 -0.8067
C 3.1459 0.4012 -0.3746
C -2.1517 3.6692 -0.7336
C 0.2141 -3.6367 4.0175
C -2.1207 -1.8140 -3.0856
C -0.8561 -1.6057 4.7000
C -1.1006 -2.9690 -1.2067
C -1.6786 -2.8076 -3.9261
C -0.8850 -2.2494 2.3780
C -1.2326 -2.0802 0.9868
H -2.2953 -0.2289 1.2057
H 3.0906 2.0193 1.9048
H -2.7633 2.2405 -2.3126
H 2.5201 3.7968 -0.5286
H 1.6137 3.7232 0.9708
H -2.6842 -0.9822 -3.4724
H 0.7755 -4.5249 4.2536
H -1.8948 -2.7514 -4.9789
H 2.8037 -0.1660 0.4998
H 4.1090 3.3053 1.2895
H -2.8426 -0.0448 -1.1691
H -0.8091 3.4938 1.0115
H -1.7929 -0.4648 3.1736
H 0.1051 -4.0792 1.9329
H 0.1566 -2.9365 6.0330
H -0.6099 -4.6539 -4.0994
H 4.5101 2.0160 -0.8124
H 1.1789 0.2356 -1.2681
H -1.1264 -0.9126 5.4792
H -0.2469 4.6086 -0.2367
H -0.3151 1.3222 -2.4726
H -1.7809 3.5902 -2.8763
H -2.5289 4.6856 -0.9049
H 3.6519 -0.3281 -1.0230
H 5.0022 1.0667 0.5709
H -0.1097 -4.7917 -1.6923
H 2.2238 1.3934 -2.0759
H -2.8875 3.1523 -0.1053
```



#2
Molecular formula: C25H28NO
Method: DFT, the ωB97M-V functional and the def2-TZVPD basis

The highest occupied orbital energy comes out at -10.512 eV. The total charge is +1. The orbital gap comes out at 5.065 eV. For the LUMO energy, the calculation gives -5.45 eV.

```
55
C25H28NO (the ωB97M-V functional and the def2-TZVPD basis)
O -1.1879 2.9237 -2.3824
N -1.4604 -0.1935 2.2066
C 1.3991 -2.4417 0.5628
C -1.6857 -1.3710 2.9950
C -3.0408 1.6668 1.6710
C -0.6765 3.6855 -4.5990
C 1.8365 -3.8033 0.5559
C 0.1200 -0.7776 -0.8785
C 4.4114 -3.8879 3.3264
C 0.2401 4.2345 -5.4942
C 2.7958 -4.2540 1.4391
C 0.8717 0.4030 -0.6297
C -1.0378 -0.6537 -1.7037
C 2.9335 -2.0544 2.4229
C 0.4272 -2.0662 -0.3893
C 0.7817 4.3041 -2.7416
C -0.7313 1.7190 -1.8532
C 0.4116 1.6446 -1.0468
C -2.5768 0.2417 1.4239
C -1.4722 0.5673 -2.1649
C 3.3678 -3.3856 2.3818
C 1.9495 -1.5857 1.5640
C 1.6871 4.8572 -3.6506
C -3.6807 -0.8101 1.6820
C -2.9996 -1.9588 2.4457
C 1.4207 4.8162 -5.0218
C -0.3534 3.6653 -3.2378
H -4.1181 -1.1403 0.7348
H -0.1197 -2.8865 -0.8582
H -2.3551 0.6565 -2.7956
H 3.3910 -1.3815 3.1508
H -4.4610 -0.3556 2.3016
H -3.4063 1.7677 2.7008
H 2.1321 5.2532 -5.7257
H 1.5776 -0.5652 1.6649
H 1.3986 -4.4781 -0.1822
H 0.0225 4.2096 -6.5643
H -1.5860 -1.5596 -1.9617
H 3.9703 -4.5004 4.1227
H 2.6025 5.3159 -3.2712
H -2.2418 2.3980 1.5077
H 1.8290 0.3376 -0.1155
H -3.8646 1.9033 0.9891
H 5.1351 -4.5211 2.8021
H 0.9513 2.5535 -0.7811
H 0.9680 4.3291 -1.6686
H 4.9400 -3.0546 3.7967
H -1.6043 3.2267 -4.9393
H -0.7238 0.4535 2.4534
H -0.8454 -2.0825 2.9301
H -2.2608 0.1588 0.3670
H -1.8111 -1.1178 4.0663
H -3.6316 -2.3513 3.2446
H -2.7619 -2.7598 1.7378
H 3.1232 -5.2944 1.4094
```



Taking the most stable structure as the zero point, the relative energies in kJ/mol are #1 0.0; #2 75.3.